The following is a DFT calculation (wB97M-V/def2-TZVPD) of a structure of composition C37H66CuF2N10O9S2 in a non-equilibrium geometry.

```
! wB97M-V def2-TZVPD RIJCOSX def2/J DEFGRID3
* xyz -1 1
Cu -0.256 1.088 1.516
C 2.613 3.636 -3.601
C 2.979 4.937 -2.832
C 2.290 6.101 -3.580
C 2.271 7.373 -2.742
C 1.469 7.157 -1.485
C 2.102 6.010 -0.548
N 2.339 4.902 -1.509
O 2.987 3.830 -0.801
C 1.125 5.424 0.472
C 3.371 6.538 0.046
C 4.495 5.147 -2.920
H 1.571 3.333 -3.459
H 3.255 2.798 -3.333
H 2.680 3.806 -4.660
H 1.314 5.788 -3.866
H 2.714 6.270 -4.591
H 1.685 8.133 -3.314
H 3.296 7.840 -2.487
H 0.436 6.929 -1.703
H 1.548 8.055 -0.847
H 1.255 4.353 0.613
H 0.136 5.691 0.223
H 1.265 5.974 1.395
H 3.231 7.432 0.658
H 4.021 6.777 -0.739
H 3.957 5.842 0.640
H 4.814 6.165 -2.971
H 4.865 4.717 -3.868
H 5.067 4.700 -2.112
N -0.113 -1.291 0.340
S -1.389 -2.089 0.964
O -0.985 -3.327 1.510
O -2.631 -1.989 0.341
F -1.567 -1.061 2.222
S 0.596 -2.071 -0.842
O 1.718 -1.435 -1.400
O -0.335 -2.663 -1.735
F 1.227 -3.317 -0.065
C -1.365 4.225 -4.002
O -0.558 3.523 -3.399
N -1.893 3.875 -5.201
C -3.168 4.367 -5.695
C -1.473 2.611 -5.808
H -1.797 5.145 -3.597
H -3.577 5.048 -4.973
H -3.883 3.587 -5.807
H -3.066 4.997 -6.641
H -2.194 1.807 -5.745
H -1.244 2.875 -6.815
H -0.622 2.245 -5.300
C -2.472 -6.504 3.656
O -2.706 -6.307 4.846
N -3.423 -6.833 2.750
C -3.173 -7.036 1.302
C -4.726 -7.066 3.248
H -1.429 -6.522 3.167
H -3.903 -6.420 0.738
H -3.112 -8.120 1.052
H -2.135 -6.662 1.116
H -4.670 -6.760 4.299
H -5.624 -6.730 2.717
H -4.795 -8.159 3.341
C 0.074 -3.986 6.486
O -0.336 -2.846 6.641
N -0.241 -5.052 7.301
C -0.999 -4.957 8.513
C -0.073 -6.449 6.763
H 0.531 -4.304 5.563
H -1.214 -3.876 8.652
H -0.425 -5.328 9.362
H -1.936 -5.535 8.421
H -0.961 -6.983 6.809
H 0.348 -6.425 5.781
H 0.660 -6.991 7.409
C -5.744 -1.856 -3.253
O -6.695 -1.932 -3.988
N -4.420 -1.603 -3.648
C -3.396 -1.764 -2.681
C -4.053 -1.485 -5.031
H -5.797 -1.897 -2.135
H -2.903 -2.709 -2.821
H -3.827 -1.649 -1.702
H -2.725 -0.926 -2.870
H -3.663 -0.436 -5.164
H -3.418 -2.241 -5.509
H -4.967 -1.514 -5.596
N 5.026 2.846 0.961
C 5.588 1.740 0.381
C 6.380 1.093 1.290
C 6.127 1.764 2.591
C 5.305 2.829 2.303
H 4.533 3.538 0.485
H 5.523 1.603 -0.704
H 6.966 0.174 1.255
H 6.556 1.463 3.511
H 4.986 3.584 3.051
N -0.880 -5.640 -1.263
C 0.000 -6.008 -0.221
C 0.018 -7.364 -0.160
C -0.915 -7.826 -1.144
C -1.552 -6.751 -1.656
H -1.070 -4.690 -1.405
H 0.645 -5.286 0.164
H 0.732 -7.952 0.378
H -1.279 -8.812 -1.329
H -2.319 -6.723 -2.372
N 1.205 0.008 2.987
C 2.470 0.388 3.168
C 2.973 -0.219 4.271
C 2.007 -1.087 4.788
C 0.909 -0.908 3.986
H 2.413 3.027 -1.057
H 2.966 1.083 2.494
H 4.020 0.009 4.448
H 2.076 -1.708 5.723
H -0.083 -1.234 4.292
N -1.704 2.106 -1.360
C -1.094 2.959 -0.457
C -1.706 2.663 0.748
C -2.601 1.574 0.601
C -2.636 1.318 -0.743
H -1.308 1.841 -2.281
H -0.407 3.680 -0.889
H -1.624 3.126 1.704
H -3.322 1.240 1.299
H -3.150 0.611 -1.324
*
```

- LUMO (Ha) = 0.05622
- E_HOMO (eV) = -3.6
- Kohn-Sham gap (eV) = 5.095
- E_tot (eV) = -144510.0867
- largest force on an atom (eV Å⁻¹) = 4.24